1.
Entry from OMol25: 2 unconnected molecules or ions with the total composition C13H21NO in a non-equilibrium geometry (ωB97M-V/def2-TZVPD).

## Properties
Highest occupied orbital energy (eV): -8.85
Energy relative to the best compared isomer or geometry (same formula, charge and spin) (kcal/mol): 79.9
Frontier orbital gap (eV): 9.637
DFT total energy (Ha): -637.82267
SMILES: CCN(C)C(C)=O.CCc1ccccc1
LUMO level (eV): 0.8

Geometry (Å):
C 2.542 -2.188 -0.272
C 2.860 -0.965 -1.163
N 2.357 -1.059 -2.558
C 3.371 -0.802 -3.576
C 1.143 -0.477 -3.031
C 0.636 -0.926 -4.540
O 0.431 0.221 -2.374
H 3.595 -2.860 -0.215
H 1.906 -3.041 -0.606
H 2.302 -1.697 0.637
H 2.288 -0.120 -0.719
H 3.905 -0.767 -1.145
H 4.204 -1.455 -3.382
H 3.096 -1.371 -4.643
H 3.541 0.131 -4.021
H 1.407 -1.594 -4.795
H -0.434 -1.258 -4.594
H 0.743 0.048 -5.105
C 0.074 2.445 2.823
C -0.493 1.033 2.689
C -2.005 0.885 2.595
C -2.668 0.041 3.536
C -3.991 -0.243 3.192
C -4.810 0.459 2.310
C -4.139 1.315 1.457
C -2.771 1.542 1.619
H -0.352 2.879 3.697
H -0.027 3.249 2.031
H 1.137 2.544 2.808
H -0.084 0.692 1.751
H -0.194 0.584 3.605
H -2.108 -0.403 4.339
H -4.573 -0.847 3.908
H -5.829 0.074 2.240
H -4.762 1.737 0.632
H -2.296 2.196 0.868

=====

2.
Entry from OMol25: 2 unconnected molecules or ions with the total composition C32H50F3I3O7S in a non-equilibrium geometry (ωB97M-V/def2-TZVPD).

## Properties
Highest occupied orbital energy (eV): -8.94
Frontier orbital gap (eV): 8.283
DFT total energy (Ha): -3366.34316
SMILES: C#C[C@]1(CCCC(=O)OCC)[C@@H](/C(I)=C(/C)I)[C@@](I)(CCCCCCC)OS(=O)(=O)[C@]1(CCC(F)(F)F)OCCC.C1CCOC1
LUMO level (eV): -0.7

Geometry (Å):
C -1.859 -1.085 3.209
C -1.580 -1.492 1.975
C -1.361 -1.974 0.429
C -1.825 -3.498 0.155
C -1.934 -4.444 1.467
C -3.487 -4.683 1.962
C -3.969 -3.665 3.106
O -4.957 -2.879 2.802
O -3.441 -3.579 4.436
C -4.424 -3.076 5.388
C -4.383 -1.442 5.557
C 0.251 -1.747 0.109
C 1.137 -2.763 0.968
I 1.501 -4.899 0.491
C 1.795 -2.379 2.218
C 2.714 -3.433 3.078
I 1.664 -0.399 3.121
C 0.585 -1.618 -1.467
I 0.957 0.535 -1.953
C 1.977 -2.286 -1.969
C 3.311 -1.663 -1.258
C 4.270 -0.916 -2.368
C 5.131 0.308 -1.726
C 4.901 1.655 -2.623
C 5.451 1.467 -4.155
C 4.436 2.226 -5.195
O -0.434 -2.105 -2.380
S -1.937 -1.368 -2.191
O -2.160 -0.231 -3.203
O -2.937 -2.445 -2.656
C -2.297 -0.901 -0.429
C -3.832 -1.048 0.048
C -4.965 -0.657 -1.035
C -6.106 -1.833 -1.058
F -7.220 -1.254 -1.819
F -6.636 -2.104 0.252
F -5.707 -3.003 -1.786
O -1.832 0.382 0.020
C -2.461 1.538 -0.544
C -1.858 2.821 0.306
C -0.556 3.484 -0.384
H -1.938 -0.736 4.300
H -2.875 -3.586 -0.354
H -1.096 -3.914 -0.659
H -1.222 -4.176 2.326
H -1.595 -5.506 1.106
H -4.181 -4.759 1.050
H -3.469 -5.744 2.456
H -5.496 -3.476 5.227
H -4.095 -3.486 6.433
H -4.388 -1.002 4.478
H -5.377 -1.060 6.036
H -3.450 -1.113 6.157
H 0.444 -0.664 0.509
H 2.100 -4.372 3.393
H 3.166 -2.950 4.022
H 3.572 -3.816 2.398
H 2.072 -1.928 -3.082
H 1.970 -3.431 -2.041
H 3.928 -2.545 -0.844
H 3.067 -0.977 -0.358
H 3.632 -0.438 -3.223
H 5.021 -1.702 -2.766
H 6.247 0.008 -1.828
H 4.876 0.508 -0.611
H 3.744 1.795 -2.713
H 5.382 2.594 -2.130
H 6.533 1.893 -4.230
H 5.508 0.353 -4.473
H 4.418 3.363 -4.932
H 3.362 1.818 -5.050
H 4.788 2.148 -6.292
H -3.957 -0.289 0.930
H -4.124 -2.066 0.493
H -5.541 0.282 -0.641
H -4.590 -0.376 -2.081
H -3.600 1.640 -0.424
H -2.211 1.793 -1.640
H -2.696 3.604 0.394
H -1.663 2.438 1.393
H -0.563 3.470 -1.534
H 0.386 2.933 0.019
H -0.500 4.596 -0.030
C 3.926 6.320 0.214
C 3.345 7.450 -0.603
C 2.045 6.849 -1.095
O 1.611 5.919 -0.092
C 2.686 5.711 0.835
H 4.658 6.645 0.955
H 4.408 5.593 -0.448
H 3.139 8.309 0.045
H 3.994 7.784 -1.416
H 2.191 6.292 -2.026
H 1.269 7.602 -1.257
H 2.422 6.216 1.771
H 2.798 4.642 1.035

=====

- Among the records above, which one has the lowest highest occupied orbital energy?
  C32H50F3I3O7S